This record from the Open Molecules 2025 dataset describes a molecular structure, C20H24AsFN2OP2S4W in a non-equilibrium geometry. The level of theory is the ωB97M-V functional and the def2-TZVPD basis.

Atoms and positions in Å:
W: -0.0210 -0.1458 0.2768
As: 1.4272 -1.7383 1.5187
S: 3.0605 -2.6340 2.3557
S: -0.3721 -1.1517 2.6023
S: 0.1723 -2.7618 0.0507
S: 1.5979 1.3331 0.9492
P: -0.8165 2.1348 2.2326
P: -1.9419 -0.7960 -1.2422
F: -0.3933 1.3048 -1.0958
O: -1.3462 1.0705 1.2097
N: 1.1276 -0.6450 -1.5390
N: -0.9284 -1.2405 -2.5510
C: -4.9146 0.7307 -3.5706
C: -4.4798 -4.4396 -0.1469
C: 2.4244 -0.9865 -3.9556
C: -4.3153 -3.3809 0.7353
C: 3.1515 -0.7022 -2.8048
C: -4.2235 2.4753 -2.0647
C: -2.9078 -2.2706 -0.8678
C: -3.5303 -2.2955 0.3764
C: 1.0621 -1.1123 -3.8747
C: -0.5410 3.7236 1.4332
C: -3.9718 -0.1208 -3.0169
C: -3.1341 0.3333 -2.0005
C: -5.0399 2.0286 -3.0911
C: -3.8511 -4.4202 -1.3841
C: 0.1953 1.9566 3.7059
C: -2.3954 2.4235 3.0918
C: -3.0658 -3.3353 -1.7464
C: 0.4276 -0.9720 -2.6309
C: 2.4605 -0.5271 -1.6303
C: -3.2668 1.6286 -1.5154
H: 0.4645 -1.3370 -4.7484
H: -2.6681 1.5171 3.6339
H: -5.5582 0.3793 -4.3669
H: -3.9012 -1.1441 -3.3707
H: 4.2262 -0.6009 -2.8133
H: -1.3577 -1.2879 -3.4635
H: -3.3820 -1.4788 1.0735
H: -2.3165 3.2482 3.8013
H: -5.0875 -5.2895 0.1361
H: 1.2551 1.8402 3.5061
H: -5.7827 2.6904 -3.5187
H: -3.1801 2.6423 2.3675
H: -2.6133 1.9640 -0.7236
H: -0.1681 1.1237 4.2989
H: 2.9675 -0.2765 -0.7096
H: 2.9246 -1.1226 -4.9063
H: -2.5421 -3.3417 -2.6952
H: 0.5046 4.0132 1.4709
H: -0.8342 3.6074 0.3910
H: 0.0111 2.8972 4.2336
H: -3.9640 -5.2548 -2.0641
H: -1.1625 4.4779 1.9190
H: -4.3304 3.4840 -1.6871
H: -4.7857 -3.4069 1.7093

Its HOMO-LUMO gap (alpha / beta) is 5.93 / 5.94 eV. The total charge is 0. The energy above the lowest of the compared OMol25 structures with the same formula, charge and spin comes out at 53.4 kcal/mol.

Table of natural (NBO) atomic charges, one value per atom, all in e:
1. W 0.743
2. As 0.913
3. S -0.511
4. S -0.424
5. S -0.435
6. S -0.403
7. P 1.950
8. P 1.256
9. F -0.653
10. O -1.065
11. N -0.496
12. N -0.884
13. C -0.200
14. C -0.197
15. C -0.123
16. C -0.202
17. C -0.281
18. C -0.228
19. C -0.398
20. C -0.126
21. C -0.279
22. C -1.007
23. C -0.200
24. C -0.398
25. C -0.191
26. C -0.205
27. C -0.996
28. C -1.006
29. C -0.190
30. C 0.454
31. C 0.101
32. C -0.097
33. H 0.217
34. H 0.246
35. H 0.217
36. H 0.213
37. H 0.234
38. H 0.406
39. H 0.218
40. H 0.226
41. H 0.217
42. H 0.275
43. H 0.217
44. H 0.241
45. H 0.229
46. H 0.275
47. H 0.239
48. H 0.224
49. H 0.211
50. H 0.268
51. H 0.273
52. H 0.245
53. H 0.217
54. H 0.234
55. H 0.217
56. H 0.218


This record from the Open Molecules 2025 dataset describes a molecular structure, C48H50N6O4PPdSSb. The level of theory is the ωB97M-V functional and the def2-TZVPD basis.

Atoms and positions in Å:
Sb: -1.0678 1.6902 0.3321
Pd: 0.2501 -0.3950 -0.1396
S: 0.6084 -1.1027 3.2266
P: -0.4270 -2.5315 0.2409
O: 0.4559 0.3082 2.9067
O: 1.1159 -0.2673 -2.8508
O: 1.4795 -1.8664 2.3345
O: 0.8937 -1.3435 4.6346
N: 2.7209 1.5529 -5.5541
N: 2.4715 -2.0013 -2.3051
N: 2.6005 0.0948 0.1603
N: 5.5134 -1.5032 -4.0415
N: 3.8535 1.5094 -1.1983
N: 4.9509 -0.0228 0.1912
C: 3.1776 -0.4341 -3.9910
C: 4.9398 1.5181 -2.1627
C: 6.0735 0.8186 0.5041
C: 1.6212 -5.9453 -0.7545
C: 0.4438 -4.1543 0.3707
C: -3.0763 -2.4393 4.1096
C: -2.6399 -3.2366 1.8911
C: -0.2817 4.7841 0.8931
C: -3.7804 -0.2144 0.8406
C: 1.8605 5.3462 1.8878
C: -3.7845 2.7895 -0.8137
C: 0.0408 3.4231 0.9887
C: 2.9130 0.6570 -4.8449
C: -3.2222 -2.2558 -2.7445
C: -1.4206 -2.5604 1.8312
C: -3.4599 -3.1842 3.0083
C: -2.9219 3.0737 -3.4158
C: -1.8544 -1.7882 4.0928
C: -3.7605 -3.5281 -2.8565
C: 5.1413 -1.4480 0.3034
C: 0.6410 5.7258 1.3439
C: 0.7526 -4.7464 1.5917
C: -2.2016 -2.0067 -1.8344
C: -2.2470 -4.2991 -1.1543
C: -1.0205 -1.8554 2.9814
C: 3.7353 0.4995 -0.2687
C: -4.2558 3.2994 -3.1087
C: -3.5483 0.7489 1.9730
C: -3.1804 2.4953 4.1266
C: 2.6638 2.2247 -1.6289
C: -4.6873 3.1755 -1.7966
C: -2.0020 2.7169 -2.4315
C: 2.1743 4.0017 1.9943
C: -4.4071 0.7294 3.0700
C: -2.4954 1.6757 1.9491
C: -3.2572 -4.5574 -2.0679
C: -1.5899 5.2691 0.3258
C: 0.9063 -4.7581 -0.8005
C: 4.4551 -1.0257 -4.0223
C: 1.2688 3.0517 1.5399
C: -2.4466 2.5466 -1.1105
C: -2.3206 2.5269 3.0370
C: 1.9046 -6.5398 0.4687
C: -1.7220 -3.0135 -1.0016
C: 2.1830 -0.8585 -3.0278
C: 1.4757 -5.9314 1.6397
C: -4.2336 1.5937 4.1398
C: -0.5472 2.5599 -2.7830
H: -5.7209 3.3734 -1.5363
H: -1.6601 5.0774 -0.7461
H: -3.7165 -2.3745 4.9821
H: 4.1805 -1.9518 0.3937
H: 5.6710 -1.8596 -0.5670
H: 1.9609 -6.4031 -1.6760
H: 2.7902 3.3037 -1.4874
H: 5.5874 0.6558 -2.0298
H: 6.9419 0.6271 -0.1421
H: 3.1203 3.6851 2.4167
H: 2.5598 6.1028 2.2258
H: 0.7109 -4.2880 -1.7582
H: 2.4643 2.0190 -2.6834
H: -4.9530 3.5759 -3.8916
H: -2.8382 -0.6525 0.5060
H: 5.7213 -1.6795 1.2018
H: -1.8524 -5.1132 -0.5569
H: -1.5066 -1.2331 4.9537
H: 1.8113 1.8823 -1.0519
H: 3.4339 -2.2994 -2.2706
H: 0.0679 3.2003 -2.1425
H: -0.3523 2.8373 -3.8192
H: -5.2210 0.0116 3.0820
H: 0.3914 6.7798 1.2710
H: 1.9671 -2.0342 -1.4257
H: -4.1332 2.6893 0.2087
H: 4.5310 1.4707 -3.1737
H: -0.1895 1.5344 -2.6471
H: -3.5887 -1.4480 -3.3666
H: -3.0220 3.1679 4.9614
H: 1.5185 1.9981 1.6137
H: 2.4624 -7.4683 0.5077
H: 1.7050 -6.3779 2.6000
H: 5.7910 1.8630 0.3892
H: 5.5409 2.4317 -2.0798
H: -2.5785 3.1725 -4.4400
H: -2.9817 -3.7968 1.0335
H: 6.3888 0.6611 1.5432
H: -3.6561 -5.5610 -2.1614
H: -4.5520 -3.7266 -3.5700
H: -1.7402 -1.0248 -1.7664
H: -1.4869 3.2199 3.0437
H: -4.4409 -1.0256 1.1468
H: -1.6995 6.3429 0.4888
H: -4.4010 -3.7233 3.0089
H: -4.2243 0.2847 -0.0247
H: 2.6810 -0.5615 0.9323
H: -4.9126 1.5551 4.9843
H: -2.4356 4.7580 0.7891
H: 0.4383 -4.2704 2.5109

Its HOMO-LUMO gap is 6.28 eV. The total charge is -2.

natural (NBO) atomic charge list, values in e, 99 entries:
1. Sb 1.243
2. Pd 0.065
3. S 2.434
4. P 0.856
5. O -1.013
6. O -0.695
7. O -1.030
8. O -1.019
9. N -0.465
10. N -0.854
11. N -0.836
12. N -0.489
13. N -0.457
14. N -0.489
15. C -0.629
16. C -0.409
17. C -0.396
18. C -0.246
19. C -0.349
20. C -0.229
21. C -0.168
22. C -0.029
23. C -0.669
24. C -0.219
25. C -0.235
26. C -0.387
27. C 0.338
28. C -0.241
29. C -0.329
30. C -0.238
31. C -0.259
32. C -0.189
33. C -0.223
34. C -0.402
35. C -0.232
36. C -0.183
37. C -0.116
38. C -0.219
39. C -0.310
40. C 0.631
41. C -0.225
42. C 0.080
43. C -0.233
44. C -0.412
45. C -0.235
46. C 0.091
47. C -0.220
48. C -0.244
49. C -0.403
50. C -0.228
51. C -0.632
52. C -0.151
53. C 0.336
54. C -0.206
55. C -0.416
56. C -0.210
57. C -0.233
58. C -0.351
59. C 0.689
60. C -0.222
61. C -0.225
62. C -0.693
63. H 0.195
64. H 0.227
65. H 0.198
66. H 0.228
67. H 0.182
68. H 0.202
69. H 0.177
70. H 0.217
71. H 0.172
72. H 0.206
73. H 0.194
74. H 0.220
75. H 0.214
76. H 0.195
77. H 0.237
78. H 0.183
79. H 0.216
80. H 0.241
81. H 0.239
82. H 0.383
83. H 0.214
84. H 0.219
85. H 0.196
86. H 0.189
87. H 0.406
88. H 0.215
89. H 0.220
90. H 0.285
91. H 0.210
92. H 0.198
93. H 0.270
94. H 0.195
95. H 0.200
96. H 0.218
97. H 0.169
98. H 0.202
99. H 0.206


This record from the Open Molecules 2025 dataset describes a molecular structure, C3H12O4S in a non-equilibrium geometry. The level of theory is the ωB97M-V functional and the def2-TZVPD basis.

Atoms and positions in Å:
S: -2.8758 -1.8362 0.2497
O: 1.6183 0.9171 0.1964
O: -1.3963 -2.4026 -2.7913
O: 1.8625 2.6456 -1.5009
O: 2.9040 -0.2989 2.0355
C: -1.9282 -0.3199 0.8023
C: 0.2994 0.8874 0.6657
C: -0.5912 -0.2730 0.0406
H: 1.7947 1.8255 -0.5413
H: 1.1432 2.2468 -2.0035
H: 2.0957 -0.7991 2.1930
H: 0.0597 -1.1345 0.1776
H: -0.7018 -0.0926 -1.0259
H: 0.2457 0.6651 1.7321
H: -1.6160 -0.3218 1.8532
H: -2.4808 0.6075 0.6562
H: -0.8449 -2.6604 -2.0418
H: -1.9648 -1.7898 -2.2906
H: 2.5515 0.3062 1.2650
H: -0.1748 1.8277 0.3280

Its HOMO-LUMO gap is 6.24 eV. The total charge is -2. The energy above the lowest of the compared OMol25 structures with the same formula, charge and spin comes out at 9.2 kcal/mol.

Table of natural (NBO) atomic charges, one value per atom, all in e:
1. S -0.778
2. O -0.861
3. O -0.987
4. O -1.166
5. O -1.038
6. C -0.506
7. C -0.051
8. C -0.426
9. H 0.500
10. H 0.419
11. H 0.444
12. H 0.183
13. H 0.182
14. H 0.124
15. H 0.162
16. H 0.171
17. H 0.475
18. H 0.496
19. H 0.510
20. H 0.146


This record from the Open Molecules 2025 dataset describes a molecular structure, C39H43CaN11O6 in a non-equilibrium geometry. The level of theory is the ωB97M-V functional and the def2-TZVPD basis.

Atoms and positions in Å:
Ca: -0.8293 -1.3861 -0.9623
O: 0.8879 -2.9240 -1.3439
O: 3.4159 0.7021 1.6814
O: -2.1617 0.6356 -1.3402
O: 5.0741 2.0502 1.3110
O: -1.1887 -1.8433 1.4988
O: 0.8177 -0.1467 -1.8687
N: 4.1675 1.6110 2.0599
N: 0.8368 -3.3480 1.3367
N: 0.4655 -3.0378 2.5452
N: 2.4262 2.4694 -0.9684
N: 4.2914 4.2926 2.4405
N: 3.3965 3.9167 4.5156
N: -1.1595 -1.8920 -3.3895
N: -1.5450 3.6642 0.9193
N: 4.0457 2.0630 3.3765
N: -3.1657 -2.1002 -1.0880
N: 3.1419 3.0342 5.5298
C: -4.0041 2.1063 1.4090
C: 2.2277 1.2473 -3.0968
C: -5.1775 0.1639 0.6688
C: -5.5018 0.9955 3.0766
C: -4.1713 -0.0917 -0.2507
C: 2.0978 2.1822 -6.7677
C: -1.6889 -0.6501 6.3909
C: -4.2292 -1.3871 -0.8206
C: 0.4156 3.9497 -0.6105
C: 2.8404 -3.7480 -2.4494
C: -0.6144 -2.2311 2.5344
C: -2.4680 -3.8750 -2.6884
C: 3.6829 -4.7923 -2.5993
C: 1.6384 -4.3401 1.0497
C: 2.9454 1.9260 -2.0515
C: -2.2565 -0.1249 5.2171
C: 0.4716 -0.1192 -4.1926
C: 1.0532 2.5825 -0.4637
C: -3.1339 1.9914 0.2863
C: -1.9156 -0.6923 4.0095
C: 1.1276 0.2868 -3.0109
C: 1.7419 1.5343 -5.4368
C: -3.1340 0.8345 -0.5390
C: -0.7481 -1.6604 6.3113
C: -0.3611 4.4397 0.6099
C: 2.4525 1.8981 -4.3090
C: 0.7555 0.5374 -5.3903
C: 3.8850 3.3592 3.4100
C: 1.9087 -3.6512 -1.3478
C: 3.0628 -5.6965 -0.4697
C: -2.0904 2.8517 0.0317
C: 3.7497 -5.8039 -1.6526
C: -0.6603 -1.0974 -4.2573
C: -0.9761 -1.7160 3.9270
C: -2.0766 -2.9748 -3.8410
C: -4.8989 1.0978 1.6872
C: -3.5658 -3.2828 -1.8456
C: -0.4087 -2.2663 5.0838
C: 2.2086 -4.5810 -0.2398
H: -4.8477 1.5122 3.8244
H: 0.2864 4.4249 1.5165
H: 4.5421 3.9167 1.5700
H: 4.4290 -6.6047 -1.7815
H: 3.1291 1.8612 -7.0248
H: -2.8903 0.7836 5.2395
H: 1.1392 4.7771 -0.7452
H: -6.5303 1.4390 3.1059
H: -1.9359 -0.2718 7.3904
H: 2.0307 3.2444 -6.7112
H: -6.0823 -0.4468 0.7526
H: 3.7279 3.2009 6.3557
H: -3.0040 -2.5266 -4.2478
H: 3.2168 -6.4641 0.2904
H: -4.4961 -3.0963 -2.4940
H: -1.6760 -4.1261 -2.0631
H: 4.2331 -4.9642 -3.5361
H: 0.1027 0.3730 -6.2456
H: 3.7425 5.1840 2.3853
H: -0.6775 5.4808 0.4060
H: 3.1304 3.0010 -0.4276
H: -2.0014 3.8776 1.7970
H: 0.4928 1.7628 -0.9393
H: 3.4459 4.9075 4.6700
H: -5.5738 -0.0461 3.3500
H: -3.9410 -4.0431 -1.1349
H: -2.8369 -4.8681 -3.0683
H: -3.9131 2.8848 2.1633
H: -1.5994 2.6913 -0.8980
H: 3.2089 2.1191 5.0626
H: 1.1324 2.2937 0.5819
H: 4.0295 2.0919 -2.1882
H: -1.5435 -3.5609 -4.5853
H: -0.9801 -1.0447 -5.3265
H: 1.4331 1.8742 -7.6415
H: 2.6852 -3.0066 -3.2549
H: -2.4204 -0.4303 3.0906
H: -0.2424 4.0554 -1.4792
H: 3.1899 2.7220 -4.4379
H: 0.4502 -2.9645 5.1114
H: -5.2259 -1.8033 -1.1080
H: 1.8659 -5.0263 1.8716
H: -0.3272 -2.1481 7.1778

Its HOMO-LUMO gap is 3.04 eV. The total charge is 0.

Mulliken atomic charge list, values in e, 99 entries:
1. Ca 2.479
2. O -0.396
3. O -0.526
4. O -0.869
5. O -0.642
6. O -0.484
7. O -0.826
8. N 1.084
9. N 0.511
10. N -0.742
11. N 0.385
12. N -0.487
13. N -0.015
14. N 0.303
15. N 0.031
16. N -0.626
17. N 0.187
18. N -0.633
19. C -0.905
20. C 0.170
21. C -1.241
22. C -1.460
23. C 1.340
24. C -1.650
25. C -0.540
26. C -0.702
27. C -1.108
28. C -0.442
29. C -0.393
30. C -0.767
31. C -0.395
32. C -0.980
33. C -0.441
34. C -0.305
35. C 0.843
36. C 0.736
37. C 0.124
38. C -0.117
39. C 1.107
40. C 0.475
41. C -0.337
42. C -0.564
43. C -0.825
44. C -0.983
45. C -0.970
46. C 0.546
47. C -0.098
48. C -0.717
49. C 0.140
50. C -0.557
51. C -0.712
52. C 0.193
53. C -1.019
54. C 0.708
55. C -1.059
56. C -0.254
57. C 0.738
58. H 0.243
59. H 0.433
60. H 0.214
61. H 0.384
62. H 0.326
63. H 0.253
64. H 0.462
65. H 0.340
66. H 0.343
67. H 0.394
68. H 0.452
69. H 0.231
70. H 0.419
71. H 0.320
72. H 0.484
73. H 0.272
74. H 0.317
75. H 0.332
76. H 0.251
77. H 0.362
78. H 0.094
79. H 0.221
80. H -0.724
81. H 0.219
82. H 0.418
83. H 0.396
84. H 0.410
85. H 0.361
86. H 0.709
87. H 0.419
88. H 0.322
89. H 0.537
90. H 0.441
91. H 0.143
92. H 0.315
93. H 0.187
94. H 0.328
95. H 0.412
96. H 0.391
97. H 0.355
98. H 0.292
99. H 0.227


This record from the Open Molecules 2025 dataset describes 5 unconnected molecules or ions with the total composition C2H13NO5 in a non-equilibrium geometry. The level of theory is the ωB97M-V functional and the def2-TZVPD basis.

Atoms and positions in Å:
O: -1.6918 1.4731 1.1761
O: 1.3301 2.5529 1.0703
O: 0.2846 0.4791 -2.3588
O: -0.8707 -3.7087 -0.2126
O: 2.2917 3.3943 -2.3348
N: -0.3887 -1.7738 0.8587
C: -0.9485 -2.0519 2.1419
C: -0.3283 -2.6279 -0.2216
H: -0.8136 -3.1072 2.3622
H: -2.0370 -1.9083 2.1375
H: -2.3018 1.1401 0.5240
H: 0.2519 -2.1846 -1.0407
H: 0.4269 2.2300 1.1006
H: -2.0366 1.0924 2.0001
H: 1.2229 3.1298 1.8322
H: 0.4593 0.1632 -1.4666
H: 1.8384 3.3475 -1.4791
H: -0.0889 -0.8538 0.6268
H: 1.0596 1.0054 -2.5230
H: -0.5467 -1.4584 2.9557
H: 1.8850 4.1451 -2.7931

Its HOMO-LUMO gap is 9.94 eV. Its SMILES is CNC=O.O.O.O.O. The total charge is 0. The energy above the lowest of the compared OMol25 structures with the same formula, charge and spin comes out at 30.0 kcal/mol.

Table of natural (NBO) atomic charges, one value per atom, all in e:
1. O -0.956
2. O -0.947
3. O -0.932
4. O -0.600
5. O -0.954
6. N -0.622
7. C -0.425
8. C 0.524
9. H 0.229
10. H 0.184
11. H 0.484
12. H 0.118
13. H 0.480
14. H 0.477
15. H 0.465
16. H 0.450
17. H 0.483
18. H 0.382
19. H 0.482
20. H 0.207
21. H 0.471


no.,electronic energy (hartree)
1,-5639.61301
2,-3596.40610
3,-820.62116
4,-3243.09643
5,-514.94868